(1)
Molecular formula: C2H16NO5
Method: DFT, ωB97M-V with the def2-TZVPD basis set

XYZ file:
```
24
Properties=species:S:1:pos:R:3:forces:R:3
H 3.233934 1.658054 -1.028522 0.7 -0.2 -0.1
O -0.017558 -3.683811 -0.893189 0.3 -0.2 0.3
H -3.043750 2.254134 2.443984 -0.5 -0.4 0.3
H -1.275959 1.308993 0.351139 0.1 -0.1 0.2
H 2.697329 -0.780799 0.150801 0.4 -0.5 -0.5
H -0.794300 -1.460611 -2.757395 0.2 0.1 0.0
N -1.728385 1.978511 0.985401 -0.7 -0.1 -0.3
C -2.600635 1.517044 1.790293 0.8 0.5 -0.7
H -0.332124 3.523093 0.808601 0.0 -0.3 0.4
H 2.770857 -2.041679 -0.766675 0.2 0.3 0.0
H -0.536781 -1.286564 0.249652 -0.1 0.0 0.0
H 0.761349 -3.539585 -0.342829 0.1 0.4 0.0
C -1.414832 3.373316 0.831116 1.4 1.2 -0.2
O 2.358994 -1.680058 0.023110 -0.7 -0.2 0.4
O 3.079517 0.887880 -0.464572 -0.9 1.0 -0.1
H 0.304017 -0.663245 1.352360 0.0 -0.1 0.0
O -0.491270 -0.511244 0.826875 0.0 0.1 0.0
H 0.270303 -0.943774 -1.786853 0.0 -0.1 -0.3
O -0.372676 -0.648770 -2.445565 -0.1 0.0 0.3
H -1.668957 3.782526 -0.134758 -0.8 -0.4 -0.4
H 2.148612 1.060684 -0.250251 0.2 -0.3 0.1
H -1.814455 4.026729 1.600900 -0.3 -0.4 0.2
H -2.785560 0.457139 1.712978 -0.2 -0.1 0.5
H -0.042169 -4.650260 -0.902496 -0.4 0.1 -0.2
```
Forces are in eV/Å.

The calculation puts the relative energy (zero: lowest compared OMol25 entry of this formula, charge and spin) at 30.6 kcal per mole. The max |F| comes out at 1.91 eV/Å. The multiplicity is 1. The value obtained for the HOMO energy is -14.2 eV. Its charge is +1. The electronic energy comes out at -516.48447 Ha. Its frontier orbital gap is 9.52 eV.

(2)
Molecular formula: C2H16O5S
Method: DFT, ωB97M-V with the def2-TZVPD basis set

XYZ file:
```
24
Properties=species:S:1:pos:R:3:forces:R:3
O -0.012814 -4.070133 1.638590 3.9 -3.0 -2.2
O -0.497357 1.716503 2.182026 1.1 -0.6 -0.1
H -1.885814 1.323118 1.298993 -0.7 -0.5 -0.6
H 0.181360 -0.251406 -2.215476 0.2 -0.2 1.0
H -1.113001 2.559686 -2.149847 0.1 -0.2 0.5
H 2.968184 -2.032892 -1.082968 0.0 -0.2 1.6
H -0.312577 1.762989 -0.630416 -1.6 -0.4 -1.8
O 1.530595 0.057116 2.313572 -1.1 3.9 4.1
O 3.168098 -1.720787 -0.154610 0.1 1.3 -2.6
H 1.744810 -0.646983 1.776816 0.9 -3.2 -0.8
H -0.177673 0.648328 -3.523357 -0.5 0.2 -0.3
H -2.481831 0.267131 -1.219169 0.1 -0.4 -1.1
H -0.713492 -3.578899 1.318670 -2.4 1.7 -1.0
H -0.154257 2.310676 1.526253 -0.3 1.4 -0.5
H 1.449802 0.028599 3.345753 0.6 -1.1 -3.4
H -2.853088 0.142213 1.019185 0.0 0.3 0.0
H 0.269722 1.083744 2.070793 -0.8 -0.3 0.7
H 0.425167 -4.454675 0.747473 -1.5 1.3 3.2
C -0.501939 0.538428 -2.484355 0.5 -0.8 -1.7
H 3.490209 -0.824490 -0.447452 -0.2 -1.0 1.1
S -2.217576 -0.143497 -2.531093 0.4 0.8 1.3
C -0.362452 1.841160 -1.798633 2.0 2.3 3.9
H 0.642664 2.443449 -1.659473 -1.1 -1.4 -2.0
O -2.586734 1.000625 0.658732 0.3 -0.1 0.7
```
Forces are in eV/Å.

The calculation puts the relative energy (zero: lowest compared OMol25 entry of this formula, charge and spin) at 54.6 kcal per mole. The max |F| comes out at 5.81 eV/Å. Its SMILES is CCS.O.O.O.O.O. The multiplicity is 1. The value obtained for the HOMO energy is -8.7 eV. Its charge is 0. The electronic energy comes out at -860.10383 Ha. Its frontier orbital gap is 8.67 eV.

Which of these has the highest electronic energy? C2H16NO5

Repeat the first record exactly.
Molecular formula: C2H16NO5
Method: DFT, ωB97M-V with the def2-TZVPD basis set

XYZ file:
```
24
Properties=species:S:1:pos:R:3:forces:R:3
H 3.233934 1.658054 -1.028522 0.7 -0.2 -0.1
O -0.017558 -3.683811 -0.893189 0.3 -0.2 0.3
H -3.043750 2.254134 2.443984 -0.5 -0.4 0.3
H -1.275959 1.308993 0.351139 0.1 -0.1 0.2
H 2.697329 -0.780799 0.150801 0.4 -0.5 -0.5
H -0.794300 -1.460611 -2.757395 0.2 0.1 0.0
N -1.728385 1.978511 0.985401 -0.7 -0.1 -0.3
C -2.600635 1.517044 1.790293 0.8 0.5 -0.7
H -0.332124 3.523093 0.808601 0.0 -0.3 0.4
H 2.770857 -2.041679 -0.766675 0.2 0.3 0.0
H -0.536781 -1.286564 0.249652 -0.1 0.0 0.0
H 0.761349 -3.539585 -0.342829 0.1 0.4 0.0
C -1.414832 3.373316 0.831116 1.4 1.2 -0.2
O 2.358994 -1.680058 0.023110 -0.7 -0.2 0.4
O 3.079517 0.887880 -0.464572 -0.9 1.0 -0.1
H 0.304017 -0.663245 1.352360 0.0 -0.1 0.0
O -0.491270 -0.511244 0.826875 0.0 0.1 0.0
H 0.270303 -0.943774 -1.786853 0.0 -0.1 -0.3
O -0.372676 -0.648770 -2.445565 -0.1 0.0 0.3
H -1.668957 3.782526 -0.134758 -0.8 -0.4 -0.4
H 2.148612 1.060684 -0.250251 0.2 -0.3 0.1
H -1.814455 4.026729 1.600900 -0.3 -0.4 0.2
H -2.785560 0.457139 1.712978 -0.2 -0.1 0.5
H -0.042169 -4.650260 -0.902496 -0.4 0.1 -0.2
```
Forces are in eV/Å.

The calculation puts the relative energy (zero: lowest compared OMol25 entry of this formula, charge and spin) at 30.6 kcal per mole. The max |F| comes out at 1.91 eV/Å. The multiplicity is 1. The value obtained for the HOMO energy is -14.2 eV. Its charge is +1. The electronic energy comes out at -516.48447 Ha. Its frontier orbital gap is 9.52 eV.

Copy entry 1 word for word.
Molecular formula: C2H16NO5
Method: DFT, ωB97M-V with the def2-TZVPD basis set

XYZ file:
```
24
Properties=species:S:1:pos:R:3:forces:R:3
H 3.233934 1.658054 -1.028522 0.7 -0.2 -0.1
O -0.017558 -3.683811 -0.893189 0.3 -0.2 0.3
H -3.043750 2.254134 2.443984 -0.5 -0.4 0.3
H -1.275959 1.308993 0.351139 0.1 -0.1 0.2
H 2.697329 -0.780799 0.150801 0.4 -0.5 -0.5
H -0.794300 -1.460611 -2.757395 0.2 0.1 0.0
N -1.728385 1.978511 0.985401 -0.7 -0.1 -0.3
C -2.600635 1.517044 1.790293 0.8 0.5 -0.7
H -0.332124 3.523093 0.808601 0.0 -0.3 0.4
H 2.770857 -2.041679 -0.766675 0.2 0.3 0.0
H -0.536781 -1.286564 0.249652 -0.1 0.0 0.0
H 0.761349 -3.539585 -0.342829 0.1 0.4 0.0
C -1.414832 3.373316 0.831116 1.4 1.2 -0.2
O 2.358994 -1.680058 0.023110 -0.7 -0.2 0.4
O 3.079517 0.887880 -0.464572 -0.9 1.0 -0.1
H 0.304017 -0.663245 1.352360 0.0 -0.1 0.0
O -0.491270 -0.511244 0.826875 0.0 0.1 0.0
H 0.270303 -0.943774 -1.786853 0.0 -0.1 -0.3
O -0.372676 -0.648770 -2.445565 -0.1 0.0 0.3
H -1.668957 3.782526 -0.134758 -0.8 -0.4 -0.4
H 2.148612 1.060684 -0.250251 0.2 -0.3 0.1
H -1.814455 4.026729 1.600900 -0.3 -0.4 0.2
H -2.785560 0.457139 1.712978 -0.2 -0.1 0.5
H -0.042169 -4.650260 -0.902496 -0.4 0.1 -0.2
```
Forces are in eV/Å.

The calculation puts the relative energy (zero: lowest compared OMol25 entry of this formula, charge and spin) at 30.6 kcal per mole. The max |F| comes out at 1.91 eV/Å. The multiplicity is 1. The value obtained for the HOMO energy is -14.2 eV. Its charge is +1. The electronic energy comes out at -516.48447 Ha. Its frontier orbital gap is 9.52 eV.